Entry 1:
Formula: C14H14ClFeN4O4S2
Source: OMol25
Level of theory: the ωB97M-V functional and the def2-TZVPD basis

Positions of all 40 atoms, in Å:
Fe -1.265 -0.342 -0.846
C 3.656 1.977 0.301
O 2.843 0.850 -0.008
C 1.611 0.962 -0.455
O 0.977 -0.056 -0.712
N 1.052 2.177 -0.661
N -0.336 2.194 -0.910
H 4.562 1.559 0.738
H 3.178 2.623 1.038
H 3.911 2.533 -0.603
H 1.510 3.039 -0.388
H -0.528 2.774 -1.725
H -0.830 2.579 -0.093
O -4.140 -1.496 0.463
S -3.925 -0.199 -0.089
O -3.481 -0.190 -1.487
N -2.681 0.598 0.686
C -3.096 1.765 1.133
S -2.080 2.934 1.743
C -4.538 2.018 0.982
C -5.243 3.128 1.426
C -6.604 3.196 1.164
C -7.246 2.184 0.464
C -6.542 1.068 0.012
C -5.194 1.011 0.283
H -4.729 3.911 1.965
H -7.172 4.041 1.519
H -8.306 2.245 0.274
H -7.044 0.274 -0.521
Cl 2.672 -4.581 0.442
C 1.017 -4.186 0.224
C 0.029 -5.163 0.293
C -1.285 -4.772 0.106
C -1.570 -3.438 -0.144
N -0.619 -2.510 -0.217
C 0.646 -2.871 -0.035
H 0.291 -6.191 0.485
H -2.087 -5.491 0.158
H -2.587 -3.099 -0.274
H 1.385 -2.087 -0.104

Cartesian forces (eV/Å) of the 6 atoms listed first:
Fe 1.079 0.669 1.072
C 0.314 0.338 0.132
O -0.441 -0.410 -0.264
C -0.228 0.856 -0.067
O -1.369 -1.164 0.129
N 0.064 0.103 0.210

The calculation puts the orbital gap (spin up / spin down) at 6.75 / 6.76 eV. Its LUMO energy (spin up / spin down) is -4.52 / -4.51 eV. The charge is +1. As for the highest occupied orbital energy (spin up / spin down): -11.27 / -11.27 eV.

Entry 2:
Formula: C14H14F2N2O4S
Source: OMol25
Level of theory: the ωB97M-V functional and the def2-TZVPD basis

Positions of all 37 atoms, in Å:
C 2.704 0.068 2.237
C 2.362 -1.495 2.263
O 3.156 -2.277 1.649
O 1.253 -2.107 2.929
C -0.025 -1.655 2.405
C -0.082 -1.487 0.818
C -0.668 -0.223 0.081
C -1.271 1.014 0.896
C -2.790 0.627 1.336
F -0.457 1.460 2.000
C -0.706 -0.175 -1.518
C -1.311 1.077 -2.352
C -0.070 2.093 -2.616
O 0.555 2.495 -1.356
C 0.233 3.846 -1.029
O 0.445 4.207 0.170
C -0.155 -1.343 -2.416
F -0.156 -1.273 -3.846
C 0.418 -2.634 -1.739
N 0.987 -3.836 -2.281
S 1.470 -4.888 -0.990
N 0.980 -3.886 0.306
C 0.428 -2.639 -0.157
H 3.802 0.195 2.568
H 2.015 0.706 2.888
H 2.690 0.382 1.120
H -0.791 -2.486 2.671
H -0.345 -0.732 3.001
H -1.393 1.932 0.200
H -2.833 -0.365 1.901
H -3.298 1.497 1.903
H -3.372 0.520 0.336
H -2.173 1.578 -1.766
H -1.790 0.737 -3.353
H 0.717 1.469 -3.198
H -0.338 2.976 -3.295
H -0.191 4.620 -1.763

Cartesian forces (eV/Å) of the 6 atoms listed first:
C -0.091 -0.379 -0.145
C 3.186 -2.715 -2.312
O -3.322 3.363 2.895
O 0.778 1.624 -1.730
C -1.337 -0.269 -0.064
C -0.851 2.022 -3.717

The calculation puts the orbital gap at 7.25 eV. Its LUMO energy is -1.51 eV. As for the highest occupied orbital energy: -8.76 eV.

Entry 3:
Formula: C14H14I2LuO4STeY
Source: OMol25
Level of theory: the ωB97M-V functional and the def2-TZVPD basis

Positions of all 38 atoms, in Å:
I 4.080 -1.353 -0.876
I 4.082 1.534 -0.862
Lu 0.103 1.578 -0.031
Y 0.088 -1.373 0.037
S 0.777 0.158 -2.006
C -1.290 -2.747 -1.422
C -0.809 -2.752 1.501
C -0.248 0.086 -3.518
C 0.316 1.376 -4.165
C -1.754 0.082 -3.342
C 0.319 -1.202 -4.156
C -0.813 2.909 1.459
C -1.256 2.859 -1.369
O -1.153 -3.504 2.330
O -1.874 -3.465 -2.096
O -1.138 3.631 2.277
O -1.839 3.584 -2.052
H -0.064 1.367 -5.167
H 1.406 1.344 -4.151
H -0.025 2.254 -3.621
H -2.139 0.084 -4.363
H -2.108 0.978 -2.819
H -2.107 -0.814 -2.820
H -0.061 -1.198 -5.165
H -0.020 -2.085 -3.620
H 1.408 -1.172 -4.150
Te 2.205 0.121 1.582
C 1.124 -0.074 3.395
C -0.254 0.080 3.390
C -0.936 -0.035 4.635
C -0.212 -0.304 5.816
C 1.198 -0.460 5.764
C 1.866 -0.342 4.529
H -0.832 0.288 2.486
H -2.005 0.084 4.659
H -0.737 -0.389 6.758
H 1.742 -0.665 6.672
H 2.961 -0.463 4.484

Cartesian forces (eV/Å) of the 6 atoms listed first:
I 0.139 1.722 -0.233
I 0.227 -1.684 -0.306
Lu 3.229 -0.980 -1.502
Y 2.798 1.192 -2.096
S -0.584 -0.102 2.064
C -2.939 -3.646 -3.357

The calculation puts the orbital gap (spin up / spin down) at 4.75 / 5.55 eV. Its LUMO energy (spin up / spin down) is -15.95 / -15.20 eV. The charge is +4. As for the highest occupied orbital energy (spin up / spin down): -20.69 / -20.75 eV.

These records have largest force on an atom values of 2.7 6.0 11.6 eV Å⁻¹, in the order they appear.